[1]
The following is a DFT calculation (wB97M-V/def2-TZVPD) of a cluster of 13 separate species, C52H143N13O13 in total.

As for the total charge: 0. The value obtained for the energy above the lowest of the compared OMol25 structures with the same formula, charge and spin is 293.2 kJ/mol. As for the HOMO-LUMO gap: 8.933 eV. The highest occupied orbital energy comes out at -8.49 eV.

Last column: Mulliken charge in e.
Atoms and positions in Å:
C 18.880 9.844 23.843  -0.556
C 18.498 8.883 22.722  0.358
C 18.683 9.597 21.394  -1.039
O 17.842 10.774 21.161  0.416
C 16.489 10.438 21.039  -0.441
N 19.258 7.657 22.725  -0.762
H 19.953 9.793 23.998  0.507
H 18.332 9.615 24.761  0.250
H 18.673 10.872 23.466  -0.317
H 17.464 8.615 22.797  0.342
H 18.502 8.862 20.568  0.089
H 19.666 9.966 21.262  0.442
H 15.898 11.319 21.108  -0.117
H 16.134 9.740 21.845  -0.020
H 16.320 9.955 20.083  0.271
H 20.185 7.776 22.324  0.305
H 18.827 7.088 22.050  0.309
C 9.532 14.599 20.711  -1.255
C 10.499 15.392 21.564  1.801
C 11.522 16.191 20.713  -0.244
O 12.286 17.008 21.587  -0.344
C 13.235 17.915 20.928  -0.447
N 9.769 16.419 22.344  -0.817
H 8.710 14.252 21.310  0.457
H 10.002 13.738 20.185  0.089
H 9.162 15.325 19.973  0.360
H 11.103 14.689 22.144  -1.031
H 11.025 16.844 19.981  0.695
H 12.197 15.493 20.264  -0.554
H 13.615 18.615 21.683  -0.003
H 12.673 18.450 20.168  0.514
H 14.063 17.357 20.465  0.135
H 10.450 17.048 22.763  0.291
H 9.185 15.920 23.057  0.291
C 18.026 17.683 15.916  -0.245
C 19.229 17.281 15.010  -0.146
C 20.495 17.554 15.722  -0.060
O 21.561 17.080 14.906  -0.499
C 22.740 17.266 15.655  -0.667
N 19.054 15.841 14.749  -0.407
H 17.976 16.929 16.692  -0.345
H 17.055 17.677 15.478  0.181
H 18.204 18.579 16.556  0.249
H 19.072 17.810 14.078  0.541
H 20.479 17.037 16.728  -0.304
H 20.651 18.599 15.804  0.660
H 23.546 17.139 14.956  0.356
H 22.809 16.454 16.391  0.117
H 22.765 18.193 16.210  0.310
H 19.867 15.461 14.329  0.334
H 18.988 15.427 15.663  -0.124
C 22.575 16.398 19.962  -1.953
C 21.070 16.553 19.852  1.271
C 20.514 15.224 19.281  0.274
O 21.208 14.885 18.112  -0.241
C 20.842 13.610 17.594  -0.799
N 20.598 16.751 21.195  -0.328
H 22.902 15.508 20.463  0.339
H 22.908 17.290 20.475  0.524
H 22.980 16.388 18.953  0.276
H 20.788 17.358 19.137  -0.282
H 19.405 15.262 19.139  -0.383
H 20.683 14.370 20.002  0.570
H 19.775 13.570 17.431  -0.140
H 21.183 12.852 18.271  0.458
H 21.277 13.510 16.625  0.503
H 21.047 16.072 21.742  -0.096
H 19.616 16.745 21.418  -0.130
C 14.367 15.042 17.583  -0.057
C 15.783 14.878 18.126  1.149
C 15.613 14.026 19.396  0.679
O 15.039 14.817 20.409  0.864
C 14.608 14.016 21.529  1.192
N 16.660 14.302 17.117  1.629
H 14.138 15.870 16.882  0.271
H 13.682 15.269 18.365  0.282
H 14.063 14.079 17.157  -0.843
H 16.203 15.804 18.454  -1.220
H 16.639 13.772 19.786  0.071
H 15.041 13.118 19.196  -0.387
H 14.226 14.751 22.277  -0.146
H 15.479 13.553 22.034  -1.061
H 13.891 13.251 21.293  -0.634
H 16.189 13.459 16.686  -0.844
H 17.516 13.860 17.501  -0.508
C 11.924 9.453 18.298  -1.918
C 12.684 10.457 19.082  2.320
C 12.017 11.811 18.953  -0.496
O 12.293 12.376 17.709  0.101
C 11.326 13.349 17.201  -0.622
N 12.868 10.150 20.547  -0.564
H 12.562 8.605 18.190  0.526
H 11.652 9.804 17.271  0.196
H 11.027 9.142 18.781  0.436
H 13.639 10.619 18.560  -0.972
H 12.334 12.414 19.811  -0.675
H 10.909 11.684 19.029  0.688
H 11.624 13.672 16.242  0.166
H 11.093 14.142 17.932  0.034
H 10.347 12.752 17.249  0.325
H 13.231 10.993 21.034  -0.003
H 13.640 9.474 20.639  0.326
C 15.218 12.974 13.516  -1.858
C 14.082 12.682 14.541  2.507
C 12.915 12.024 13.839  -0.708
O 12.492 12.988 12.854  -0.195
C 11.366 12.558 12.074  -0.834
N 14.516 11.898 15.697  0.273
H 16.029 13.512 14.005  0.303
H 14.780 13.541 12.623  0.245
H 15.640 12.009 13.134  0.438
H 13.702 13.713 14.888  -1.501
H 12.059 11.715 14.504  0.319
H 13.327 11.126 13.274  0.485
H 11.532 11.525 11.680  0.307
H 11.241 13.206 11.199  0.204
H 10.430 12.722 12.665  0.295
H 14.771 10.962 15.404  0.153
H 13.711 11.767 16.265  -0.422
C 13.402 16.563 13.968  -1.494
C 14.748 16.369 13.311  1.639
C 15.058 17.560 12.439  -0.887
O 14.138 17.963 11.465  -0.438
C 14.068 17.031 10.367  -0.583
N 15.834 16.316 14.344  0.104
H 13.331 17.533 14.401  0.434
H 13.156 15.841 14.730  0.187
H 12.618 16.537 13.188  0.243
H 14.605 15.467 12.728  -0.723
H 16.048 17.385 11.917  0.470
H 15.195 18.420 13.058  0.278
H 13.521 17.520 9.512  0.261
H 13.483 16.132 10.671  0.121
H 15.067 16.656 10.072  0.302
H 16.680 15.945 13.981  0.320
H 15.554 15.730 15.156  -0.487
C 17.087 17.500 24.612  -1.236
C 15.730 17.920 24.271  2.053
C 14.815 17.973 25.495  -1.198
O 14.701 16.767 26.158  -0.425
C 14.184 15.677 25.482  -0.115
N 15.724 19.226 23.613  -0.550
H 17.801 17.594 23.771  0.228
H 17.085 16.434 24.895  0.170
H 17.437 18.106 25.402  0.438
H 15.245 17.194 23.542  -0.985
H 13.902 18.373 25.070  0.424
H 15.284 18.594 26.218  0.395
H 13.946 14.866 26.210  0.202
H 14.927 15.290 24.775  -0.175
H 13.226 15.929 25.057  0.344
H 14.761 19.614 23.534  0.247
H 16.252 19.940 24.060  0.220
C 22.131 14.483 24.040  -1.410
C 21.000 13.816 24.765  0.688
C 19.931 13.516 23.754  0.021
O 19.237 14.643 23.291  -0.283
C 18.098 14.264 22.563  0.980
N 21.383 12.558 25.340  -0.683
H 22.839 14.698 24.846  0.418
H 21.873 15.367 23.485  0.287
H 22.604 13.844 23.253  0.330
H 20.560 14.483 25.552  0.298
H 19.164 12.830 24.146  -0.503
H 20.497 12.974 22.965  0.057
H 17.621 15.192 22.191  -0.490
H 17.399 13.628 23.047  -0.504
H 18.463 13.867 21.626  0.497
H 21.867 12.789 26.231  0.298
H 20.523 12.033 25.509  0.199
C 16.338 18.678 18.807  -1.588
C 17.511 17.946 19.448  1.957
C 18.612 18.949 19.674  -1.516
O 19.248 19.504 18.527  -0.128
C 19.753 20.823 18.781  -1.007
N 17.177 17.521 20.855  0.879
H 16.680 19.077 17.841  0.479
H 16.116 19.577 19.437  0.350
H 15.505 18.019 18.635  0.113
H 17.851 17.094 18.908  -0.977
H 19.370 18.527 20.380  0.555
H 18.187 19.808 20.239  0.792
H 20.323 21.111 17.909  0.216
H 20.285 20.767 19.707  0.389
H 18.914 21.570 18.845  0.293
H 16.331 16.948 20.843  -0.713
H 16.990 18.338 21.448  -0.042
C 15.967 12.185 24.808  0.218
C 14.760 11.275 25.232  0.600
C 13.882 10.831 24.040  -1.064
O 13.266 11.935 23.342  0.315
C 12.099 12.509 23.837  -0.694
N 15.237 10.147 25.930  -0.542
H 16.676 12.460 25.622  0.642
H 15.607 13.171 24.416  -0.756
H 16.527 11.695 23.980  -0.529
H 14.199 11.970 25.823  0.154
H 13.044 10.300 24.516  0.571
H 14.458 10.236 23.329  0.029
H 12.110 13.588 23.802  -0.091
H 12.023 12.334 24.918  0.449
H 11.194 12.154 23.305  0.213
H 15.878 10.351 26.689  0.250
H 14.532 9.458 26.152  0.208
C 17.144 10.972 17.647  0.107
C 18.061 9.830 17.129  0.477
C 17.591 9.277 15.753  -0.977
O 16.331 8.663 15.870  -0.306
C 15.992 7.909 14.774  -0.906
N 19.420 10.216 16.867  -0.603
H 17.202 11.884 16.970  0.405
H 17.558 11.252 18.632  -0.087
H 16.113 10.719 17.766  -0.311
H 18.030 9.017 17.843  0.049
H 18.441 8.639 15.432  0.405
H 17.631 10.069 14.950  0.288
H 16.473 8.275 13.830  0.375
H 14.905 7.948 14.636  0.225
H 16.186 6.860 14.918  0.328
H 19.565 11.009 17.490  0.131
H 20.080 9.448 17.039  0.288

---

[2]
The following is a DFT calculation (wB97M-V/def2-TZVPD) of a structure of composition C52H26BiCl4F3GeN10O4.

As for the total charge: -1. The spin multiplicity is 2. Its expectation value of S² is 0.825. As for the HOMO-LUMO gap (spin up / spin down): 5.073 / 5.304 eV. The highest occupied orbital energy (spin up / spin down) comes out at -3.65 / -4.34 eV.

Last column: Mulliken charge in e.
Atoms and positions in Å:
Bi 1.134 -0.292 -1.003  1.340
C -3.088 -1.754 3.969  -1.367
C -1.943 -2.081 4.677  -1.018
C -0.687 -1.948 4.090  -0.556
C -0.621 -1.441 2.816  -0.411
C 0.578 -1.212 1.907  2.436
N 1.208 0.011 2.362  -0.468
C 1.263 1.102 1.699  -0.487
C 1.684 2.363 2.296  0.181
C 2.082 2.674 3.582  -0.143
C 2.341 4.002 3.877  -0.663
C 2.187 4.999 2.915  -0.661
C 1.772 4.697 1.632  -0.102
C 1.528 3.365 1.318  0.074
C 0.990 2.717 0.142  -0.769
N 0.671 3.352 -0.942  -0.354
C -0.180 3.255 -1.915  -0.149
N -1.493 2.789 -1.943  0.188
C -2.252 3.536 -2.872  0.159
N -3.526 3.602 -2.531  -0.919
C -3.621 2.905 -1.393  -0.096
N -2.406 2.332 -1.055  0.407
C -2.507 1.463 0.011  -0.506
N -1.561 0.534 0.084  0.819
C -1.277 -0.458 0.857  -0.809
N -0.079 -1.096 0.604  0.078
C -1.762 -0.990 2.140  0.427
C -3.013 -1.210 2.694  -0.382
C -3.799 1.744 0.560  1.295
C -4.364 1.480 1.811  -0.506
C -5.655 1.879 2.063  -0.722
C -6.407 2.564 1.102  -0.740
C -5.844 2.935 -0.098  -0.460
C -4.524 2.574 -0.363  -0.523
C -1.332 4.201 -3.729  -0.056
C -1.457 4.928 -4.906  -0.756
C -0.309 5.441 -5.476  -0.492
C 0.948 5.233 -4.908  -0.811
C 1.087 4.527 -3.731  -0.270
C -0.056 4.025 -3.129  0.793
N 0.902 1.375 0.384  0.562
H -4.062 -1.926 4.408  0.455
H -2.025 -2.467 5.684  0.413
H 0.212 -2.250 4.605  0.569
H 2.181 1.896 4.325  0.575
H 2.642 4.277 4.878  0.414
H 2.380 6.028 3.189  0.401
H 1.623 5.471 0.897  0.562
H -3.914 -1.008 2.139  1.067
H -3.773 1.018 2.584  0.795
H -6.097 1.686 3.030  0.443
H -7.427 2.841 1.332  0.381
H -6.391 3.522 -0.819  0.519
H -2.420 5.066 -5.372  0.503
H -0.374 6.016 -6.388  0.386
H 1.824 5.618 -5.409  0.414
H 2.047 4.341 -3.277  0.479
O -0.269 -0.306 -6.845  -0.584
C -0.867 -1.309 -6.248  0.433
O -1.389 -2.210 -6.857  -0.623
C -0.894 -1.301 -4.751  -0.071
C -1.556 -2.240 -3.956  0.133
Cl -2.489 -3.577 -4.382  -0.156
N -1.357 -1.917 -2.662  0.143
N -0.597 -0.828 -2.580  0.831
C -0.298 -0.434 -3.813  -0.136
C 0.557 0.799 -3.948  1.214
O 0.748 1.280 -5.064  -0.983
O 0.983 1.252 -2.853  -0.475
C -1.950 -2.491 -1.506  -0.949
C -3.244 -2.117 -1.170  0.146
C -3.834 -2.656 -0.043  -1.080
C -3.131 -3.554 0.744  -0.211
C -1.838 -3.912 0.409  -0.909
C -1.234 -3.377 -0.717  0.281
H 0.157 0.373 -6.222  0.440
H -3.775 -1.403 -1.780  0.528
H -4.838 -2.360 0.231  0.382
H -3.595 -3.968 1.626  0.452
H -1.284 -4.595 1.034  0.443
H -0.217 -3.632 -0.973  0.338
F 7.690 -6.496 3.441  -0.291
C 7.704 -5.188 3.127  0.841
F 8.556 -5.065 2.095  -0.248
F 8.304 -4.574 4.171  -0.274
C 6.344 -4.626 2.848  0.414
C 6.198 -3.243 2.801  -0.952
C 4.960 -2.698 2.547  -0.178
C 3.854 -3.528 2.337  -0.128
C 4.016 -4.911 2.357  -0.664
C 5.258 -5.460 2.614  -0.814
C 2.610 -2.887 2.137  0.405
C 1.615 -2.224 1.983  -1.431
H 7.056 -2.608 2.967  0.381
H 4.829 -1.626 2.497  0.566
H 3.173 -5.554 2.158  0.514
H 5.383 -6.532 2.645  0.438
Cl 2.173 -3.172 -1.325  -0.390
Ge 3.824 -1.527 -0.805  0.111
Cl 4.055 -0.855 -2.935  -0.403
Cl 5.572 -2.995 -0.739  -0.420

---

[3]
The following is a DFT calculation (wB97M-V/def2-TZVPD) of a structure of composition C52H28Br2CaClF15GeN5OPS2.

As for the total charge: 0. The value obtained for the energy above the lowest of the compared OMol25 structures with the same formula, charge and spin is 0.0 kJ/mol. As for the HOMO-LUMO gap: 6.329 eV. The highest occupied orbital energy comes out at -7.24 eV.

Last column: Mulliken charge in e.
Atoms and positions in Å:
Ca -1.769 -0.002 -0.749  1.332
S -3.666 1.651 -1.737  -0.542
C -3.085 1.057 -3.218  0.655
C -3.685 1.445 -4.430  -0.939
C -3.208 0.937 -5.609  -0.253
C -2.125 0.057 -5.574  -1.071
C -1.582 -0.259 -4.346  -0.271
N -2.046 0.208 -3.192  0.135
H -4.512 2.136 -4.396  0.482
H -3.660 1.208 -6.550  0.411
H -1.722 -0.363 -6.481  0.462
H -0.730 -0.928 -4.279  0.472
Cl -2.172 2.482 1.181  -0.107
C -2.190 2.351 2.900  1.020
C -2.672 3.405 3.661  -0.638
C -2.639 3.319 5.041  -0.589
C -2.117 2.191 5.652  -0.940
C -1.658 1.139 4.887  -0.259
C -1.692 1.198 3.496  -0.636
P -1.103 -0.217 2.458  1.814
C 0.564 -0.334 3.215  0.891
C 1.275 0.818 3.548  -1.074
C 2.535 0.722 4.110  -0.734
C 3.119 -0.516 4.324  -0.771
C 2.435 -1.665 3.967  -1.049
C 1.169 -1.571 3.418  -0.453
C -2.062 -1.484 3.385  0.949
C -1.684 -2.091 4.576  -0.441
C -2.534 -2.996 5.191  -0.914
C -3.751 -3.320 4.615  -0.803
C -4.127 -2.731 3.418  -0.197
C -3.290 -1.808 2.821  -0.947
H -3.061 4.286 3.178  0.513
H -3.007 4.137 5.638  0.395
H -2.072 2.134 6.728  0.447
H -1.259 0.264 5.377  0.358
H 0.850 1.796 3.375  0.422
H 3.060 1.621 4.395  0.458
H 4.095 -0.585 4.777  0.448
H 2.881 -2.635 4.134  0.453
H 0.636 -2.472 3.145  0.635
H -0.727 -1.866 5.026  0.430
H -2.237 -3.444 6.130  0.420
H -4.408 -4.026 5.101  0.414
H -5.069 -2.988 2.952  0.391
H -3.569 -1.324 1.895  0.244
Br -7.062 -4.498 0.500  -0.113
C -5.744 -3.228 0.002  -0.520
C -5.953 -1.874 0.217  -0.826
C -4.916 -1.015 -0.121  -0.490
N -3.782 -1.421 -0.661  0.524
C -3.600 -2.714 -0.915  0.920
C -4.565 -3.663 -0.573  -0.940
C -2.350 -3.097 -1.587  0.084
C -2.172 -4.367 -2.136  -0.795
C -0.969 -4.653 -2.754  -0.751
Br -0.690 -6.374 -3.502  -0.176
C 0.026 -3.692 -2.809  -0.780
C -0.250 -2.461 -2.230  -1.214
N -1.396 -2.175 -1.648  1.612
H -6.874 -1.505 0.638  0.488
H -5.012 0.055 0.038  0.435
H -4.418 -4.718 -0.729  0.452
H -2.943 -5.118 -2.101  0.545
H 0.972 -3.891 -3.284  0.587
H 0.486 -1.671 -2.220  0.683
N 1.147 -2.636 0.413  0.139
C -0.005 -3.184 0.849  0.007
N 0.023 -4.537 1.041  -0.407
O -1.034 -2.539 1.002  0.403
H 2.015 -3.141 0.408  0.230
H 1.185 -1.629 0.323  -0.426
H 0.899 -5.026 1.088  0.166
H -0.769 -4.975 1.480  0.291
F 1.810 3.549 0.778  0.055
C 2.127 4.447 -0.174  -0.295
C 2.423 3.954 -1.429  0.405
C 2.773 4.872 -2.399  0.452
F 3.111 4.457 -3.623  -0.280
C 2.817 6.238 -2.133  0.021
F 3.145 7.105 -3.093  -0.305
C 2.531 6.705 -0.856  0.756
F 2.605 8.009 -0.583  -0.303
C 2.181 5.797 0.139  -0.424
F 1.920 6.232 1.376  -0.302
Ge 2.452 1.936 -1.577  0.498
S 0.899 0.600 -1.117  -0.777
C 4.113 1.560 -0.493  0.220
C 4.154 0.639 0.536  -0.669
F 3.020 0.055 0.945  0.474
C 5.341 0.271 1.159  -0.270
F 5.338 -0.660 2.123  -0.310
C 6.534 0.848 0.745  0.574
F 7.687 0.479 1.308  -0.315
C 6.518 1.802 -0.269  0.140
F 7.663 2.354 -0.676  -0.312
C 5.309 2.145 -0.859  0.766
F 5.286 3.069 -1.832  -0.367
C 2.946 1.552 -3.486  -0.175
C 2.076 2.012 -4.457  0.218
F 1.056 2.781 -4.045  -0.473
C 2.217 1.702 -5.801  0.122
F 1.367 2.176 -6.717  -0.335
C 3.256 0.862 -6.192  0.568
F 3.399 0.520 -7.476  -0.310
C 4.124 0.352 -5.233  0.084
F 5.100 -0.488 -5.598  -0.310
C 3.951 0.703 -3.899  0.311
F 4.775 0.184 -2.968  -0.283

---

F_max in eV/Å, matching the order above: 4.4; 1.5; 1.6